Run one
Formula: C6H16O
Source: the OMol25 dataset
Level of theory: wB97M-V/def2-TZVPD

The geometry in XYZ format:
```
23
Properties=species:S:1:pos:R:3:nbo_charge:R:1
C -2.1821 -0.5601 0.4036 -0.63
C -1.8483 -0.3332 -1.0793 0.13
C -0.9015 0.8562 -1.4507 -0.66
O -1.3574 -1.4685 -1.6662 -0.76
H -2.7805 0.1954 0.8945 0.21
H -1.2512 -0.7423 0.9568 0.20
H -2.8285 -1.3645 0.4671 0.22
H -2.8365 -0.2083 -1.6646 0.16
H -0.0279 0.9410 -0.8431 0.21
H -0.3861 0.5364 -2.4255 0.21
H -1.6701 1.5969 -1.6939 0.23
H -0.4409 -1.7433 -1.7175 0.48
C 1.4346 0.5188 2.4323 -0.61
C 1.6780 0.1008 0.9552 -0.40
C 2.9656 0.8027 0.2699 -0.60
H 1.0588 -0.4323 2.9140 0.21
H 2.3798 0.7361 2.8787 0.20
H 0.7715 1.3362 2.5865 0.21
H 1.5159 -1.0209 0.9525 0.20
H 0.8343 0.5273 0.3921 0.19
H 3.7303 0.9041 1.0492 0.20
H 3.2100 0.3559 -0.6067 0.21
H 2.7024 1.8189 0.0037 0.20
```

Summary:
Structure (SMILES): CC(C)O.CCC
Frontier orbital gap, eV: 10.893
HOMO, hartree: -0.367
E_LUMO, eV: 0.911

Run two
Formula: C6H16O
Source: the OMol25 dataset
Level of theory: wB97M-V/def2-TZVPD

The geometry in XYZ format:
```
23
Properties=species:S:1:pos:R:3:nbo_charge:R:1
C -0.8746 -1.4078 0.0137 -0.61
C 0.3053 -1.0383 0.9335 -0.21
C -0.2378 -0.4103 2.2348 -0.61
C 1.0136 -2.3659 1.3051 -0.61
H -1.2558 -0.4497 -0.3124 0.20
H -1.6836 -1.9271 0.5291 0.20
H -0.6019 -2.0171 -0.8294 0.21
H 0.8999 -0.3183 0.3758 0.19
H -0.8413 -1.1159 2.7901 0.21
H 0.6072 0.0300 2.7454 0.21
H -0.7804 0.4880 1.9196 0.20
H 1.7733 -2.5695 0.5449 0.21
H 1.5116 -2.2874 2.2711 0.20
H 0.3144 -3.1980 1.3355 0.21
C -0.0432 2.6236 -0.9675 -0.63
C -0.3408 1.9515 -2.3244 -0.05
O 0.8197 1.3768 -2.9034 -0.73
H 0.7954 3.3164 -0.9320 0.21
H 0.2380 1.7837 -0.3605 0.19
H -0.9315 3.1697 -0.7410 0.21
H -1.0515 1.1705 -2.0506 0.16
H -0.6787 2.6742 -3.0446 0.18
H 1.0426 0.5208 -2.5327 0.47
```

Summary:
Structure (SMILES): CC(C)C.CCO
Frontier orbital gap, eV: 11.055
HOMO, hartree: -0.373
E_LUMO, eV: 0.902

Which of them is the most stable, and which is the least stable? run two and run one, in that order.

Run one
Formula: C5H16NO
Source: the OMol25 dataset
Level of theory: wB97M-V/def2-TZVPD

The geometry in XYZ format:
```
23
Properties=species:S:1:pos:R:3:lowdin_spin:R:1
C -0.0852 -0.6942 -1.3381 0.09
C -0.7935 0.7290 -1.4040 0.02
C -0.8596 1.3080 0.0337 0.01
C -0.7864 0.3944 1.3005 0.04
C -1.9861 -0.4996 1.3426 0.01
N 1.3601 -0.5177 -1.2547 0.16
H -0.3555 -1.2173 -0.3257 0.04
H -0.3204 -1.3590 -2.2090 0.02
H -1.8513 0.5135 -1.6984 0.00
H -0.3586 1.3111 -2.2016 0.01
H -1.7908 1.9034 0.0985 0.00
H -0.0357 2.0602 0.0848 0.01
H -0.7187 1.0679 2.2435 0.00
H 0.1395 -0.2288 1.3595 0.05
H -2.6264 -0.2778 0.4304 0.00
H -1.8419 -1.6269 1.3857 0.01
H -2.6055 -0.2559 2.1994 0.00
H 1.9090 -1.3483 -0.8662 0.15
H 1.5386 0.1339 -0.4521 0.04
H 1.7550 -0.1590 -2.1297 0.06
H 2.8027 -0.9413 1.0257 0.11
H 3.9568 -0.0126 1.6107 0.03
O 3.5539 -0.2828 0.7646 0.14
```

Summary:
⟨S²⟩: 0.75
Frontier orbital gap (alpha / beta), eV: 4.385 / 11.603
HOMO (alpha / beta), hartree: -0.129 / -0.404
E_LUMO (alpha / beta), eV: 0.877 / 0.612
2S+1: 2

Run two
Formula: C5H16NO
Source: the OMol25 dataset
Level of theory: wB97M-V/def2-TZVPD

The geometry in XYZ format:
```
23
Properties=species:S:1:pos:R:3:lowdin_spin:R:1
C 0.8541 -1.0458 1.2556 0.04
C 0.1378 -0.6516 0.0715 0.06
C -1.4153 -0.4191 0.0562 0.03
C -1.9630 -1.7476 -0.4455 0.01
C -2.0513 0.0872 1.3547 0.02
N 0.9043 0.7591 -0.3474 0.16
H 0.9490 -0.2401 1.9654 0.02
H 1.8578 -1.3854 0.9780 0.01
H 0.4481 -1.9620 1.7707 0.00
H 0.4554 -1.2174 -0.7879 0.02
H -1.7127 0.3524 -0.7444 0.03
H -3.0288 -1.6792 -0.7096 0.00
H -2.0038 -2.5391 0.3114 0.00
H -1.2699 -2.2094 -1.2456 0.00
H -3.1379 0.2342 1.3913 0.00
H -1.7921 1.1378 1.6284 0.02
H -1.7090 -0.6699 1.9347 0.00
H 1.9341 0.8283 -0.1054 0.07
H 0.6727 1.6536 0.1913 0.15
H 0.8368 1.0095 -1.3744 0.10
H 2.3561 3.1524 -1.9628 0.06
H 3.6517 2.4042 -1.9090 0.03
O 2.7235 2.3097 -1.5819 0.16
```

Summary:
⟨S²⟩: 0.75
Frontier orbital gap (alpha / beta), eV: 3.900 / 12.098
HOMO (alpha / beta), hartree: -0.111 / -0.420
E_LUMO (alpha / beta), eV: 0.887 / 0.681
2S+1: 2

Run three
Formula: C5H16NO
Source: the OMol25 dataset
Level of theory: wB97M-V/def2-TZVPD

The geometry in XYZ format:
```
23
Properties=species:S:1:pos:R:3:lowdin_spin:R:1
C -1.3939 -0.9758 -0.8381 0.04
C -0.3934 0.1394 -0.8075 0.08
C -0.2706 0.8551 0.5673 0.03
C -1.1503 2.1794 0.5101 0.01
C -0.5667 0.0900 1.8249 0.01
N 0.9576 -0.3438 -1.2636 0.16
H -2.4510 -0.7049 -0.6550 0.00
H -1.1226 -1.8410 -0.2466 0.01
H -1.7001 -1.3247 -1.8246 0.02
H -0.7574 0.9514 -1.4191 0.03
H 0.7438 1.2606 0.6971 0.03
H -1.0302 2.7464 1.4321 0.00
H -2.1951 1.8935 0.4173 0.00
H -0.7396 2.7978 -0.2798 0.01
H -0.9936 0.4227 2.7645 0.00
H 0.2524 -0.3997 2.3932 0.01
H -1.1812 -0.7626 1.5019 0.00
H 1.2615 -1.0660 -0.5988 0.03
H 1.7191 0.3445 -1.3973 0.16
H 0.9073 -0.7906 -2.2260 0.16
H 3.2509 -2.1180 0.5266 0.03
H 3.8580 -1.6075 -0.7486 0.04
O 2.9950 -1.7461 -0.3301 0.13
```

Summary:
⟨S²⟩: 0.75
Frontier orbital gap (alpha / beta), eV: 3.951 / 11.827
HOMO (alpha / beta), hartree: -0.112 / -0.415
E_LUMO (alpha / beta), eV: 0.906 / 0.530
2S+1: 2

Which of them is the most stable, and which is the least stable? run one and run two, in that order.

Run one
Formula: C3H4ClNO
Source: the OMol25 dataset
Level of theory: wB97M-V/def2-TZVPD

The geometry in XYZ format:
```
10
Properties=species:S:1:pos:R:3:nbo_charge:R:1
C -0.3109 -0.9440 -1.3095 0.73
C -0.0871 1.1841 1.6392 0.02
C 0.9128 -0.9719 -0.9049 -0.78
N -1.0450 1.8459 2.3414 -0.79
O -1.4231 -1.0895 -1.6038 -0.47
Cl 1.4658 1.7094 1.9865 -0.01
H 1.6328 -0.3973 -1.4285 0.26
H -2.0095 1.5266 2.2032 0.40
H 1.0694 -1.5802 -0.0629 0.26
H -0.9470 2.5587 3.1180 0.38
```

Summary:
Frontier orbital gap, eV: 9.455
HOMO, hartree: -0.316
E_LUMO, eV: 0.858

Run two
Formula: C3H4ClNO
Source: the OMol25 dataset
Level of theory: wB97M-V/def2-TZVPD

The geometry in XYZ format:
```
10
Properties=species:S:1:pos:R:3:nbo_charge:R:1
C 0.7266 -0.1877 -1.5568 -0.49
C 0.7095 0.4419 -0.4002 0.34
O 0.8800 -0.1228 0.7920 -0.66
Cl 0.1050 2.2127 -0.3911 -0.14
H 1.0021 -1.2268 -1.5361 0.23
H 0.5397 0.4050 -2.4951 0.23
H 1.4867 0.5250 1.3109 0.49
C -2.8148 0.5550 0.8954 0.07
N -2.3384 -0.1790 0.1380 -0.30
H -2.9254 1.3983 1.5053 0.23
```

Summary:
Structure (SMILES): C=C(O)Cl.C#N
Frontier orbital gap, eV: 10.080
HOMO, hartree: -0.348
E_LUMO, eV: 0.623

Which of them is the most stable, and which is the least stable? run two and run one, in that order.